Density functional theory data (ωB97M-V/def2-TZVPD) for a molecular structure, C18H28ClKN3NbO3 in a non-equilibrium geometry.

Each line ends with the Löwdin charge.
Geometry (Å):
N (-1.25, -1.58, 0.22)  -0.07
C (-1.33, -2.79, 0.48)  -0.36
O (-1.42, -3.94, 0.70)  0.21
K (-2.22, 1.69, -1.58)  0.90
Nb (0.08, -0.03, 0.41)  1.97
N (-0.84, 1.67, 1.14)  -0.26
N (-0.12, 0.49, -1.55)  -0.38
C (-1.42, 1.45, 2.49)  -0.67
C (-0.15, -0.25, -2.88)  -0.63
C (-2.95, 1.39, 2.35)  -0.03
C (-1.05, 2.58, 3.45)  -0.04
C (-0.91, 0.14, 3.06)  -0.07
C (-0.15, 0.77, -4.02)  -0.03
C (1.08, -1.15, -2.97)  -0.03
C (-1.42, -1.12, -2.92)  -0.05
H (-3.35, 2.34, 1.97)  0.09
H (-3.39, 1.20, 3.34)  0.11
H (-3.26, 0.59, 1.67)  0.09
H (0.03, 2.75, 3.47)  0.10
H (-1.36, 2.30, 4.47)  0.11
H (-1.56, 3.52, 3.21)  0.09
H (-1.06, -0.72, 2.37)  0.04
H (-1.49, -0.09, 3.96)  0.13
H (0.14, 0.22, 3.37)  0.10
H (-1.04, 1.43, -4.03)  0.07
H (-0.16, 0.21, -4.97)  0.12
H (0.75, 1.39, -4.02)  0.10
H (2.01, -0.57, -2.87)  0.09
H (1.08, -1.65, -3.95)  0.11
H (1.06, -1.94, -2.21)  0.09
H (-1.54, -1.71, -2.01)  0.05
H (-1.30, -1.82, -3.76)  0.11
H (-2.34, -0.54, -3.13)  0.08
C (0.96, 1.49, -1.40)  -0.17
H (1.27, 1.57, -0.31)  0.07
H (1.87, 1.22, -1.96)  0.11
H (0.62, 2.48, -1.74)  0.10
C (-0.98, 3.08, 0.66)  -0.14
H (-0.58, 3.77, 1.41)  0.10
H (-0.39, 3.29, -0.25)  0.06
H (-2.04, 3.36, 0.49)  0.08
Cl (6.40, -5.62, 0.75)  0.77
C (5.15, -4.46, 0.77)  -0.64
C (4.11, -4.56, 1.71)  -0.06
C (3.10, -3.61, 1.74)  0.02
C (3.15, -2.55, 0.83)  -0.16
C (4.16, -2.44, -0.12)  0.01
C (5.17, -3.40, -0.16)  -0.06
C (2.08, -1.57, 0.83)  -0.50
O (1.04, -1.64, 1.58)  -0.10
O (2.07, -0.59, -0.03)  -0.15
H (4.11, -5.40, 2.42)  0.12
H (2.28, -3.66, 2.45)  0.13
H (4.16, -1.60, -0.82)  0.13
H (5.97, -3.35, -0.89)  0.12

Summary:
E_tot in a.u.: -2209.33580
Charge: +2
HOMO-LUMO gap in eV: 6.220

Density functional theory data (ωB97M-V/def2-TZVPD) for a molecular structure, C18H28N2NaO2P2 in a non-equilibrium geometry.

Each line ends with the Löwdin charge.
Geometry (Å):
Na (-1.32, -0.82, 0.44)  0.34
C (-5.94, -1.03, 0.25)  -0.09
C (-4.52, -0.75, -0.15)  -0.53
O (-3.59, -1.51, 0.21)  -0.11
C (-4.48, 0.49, -0.88)  -0.10
C (-3.43, 1.20, -1.43)  -0.39
C (-3.82, 2.58, -1.83)  -0.08
N (-2.18, 0.76, -1.43)  -0.01
N (-1.31, 1.48, -2.11)  0.00
C (-0.07, 1.18, -1.74)  -0.54
O (0.25, 0.28, -0.93)  -0.14
C (0.98, 2.00, -2.45)  -0.13
C (0.68, 3.22, -3.11)  -0.03
C (1.70, 3.93, -3.78)  -0.10
C (3.02, 3.47, -3.73)  -0.13
C (3.29, 2.23, -3.15)  -0.12
C (2.31, 1.53, -2.46)  -0.04
H (-6.52, -0.42, -0.42)  0.04
H (-6.15, -0.57, 1.27)  0.09
H (-6.24, -2.07, 0.16)  0.07
H (-5.46, 1.03, -1.00)  0.08
H (-4.43, 2.99, -0.99)  0.07
H (-4.56, 2.50, -2.64)  0.07
H (-2.94, 3.22, -2.07)  0.06
H (-0.33, 3.52, -3.22)  0.08
H (1.39, 4.87, -4.21)  0.08
H (3.88, 3.98, -4.17)  0.08
H (4.27, 1.81, -3.12)  0.08
H (2.50, 0.58, -1.90)  0.10
C (-0.76, -0.81, 4.19)  -0.30
P (0.30, -0.39, 2.78)  0.88
C (1.07, 1.22, 3.01)  -0.28
C (1.74, -1.61, 3.09)  -0.43
C (2.76, -2.03, 2.01)  -0.45
P (2.14, -3.20, 0.70)  0.88
C (3.09, -2.45, -0.76)  -0.29
C (2.94, -4.84, 1.15)  -0.32
H (-1.35, 0.04, 4.41)  0.02
H (-0.24, -1.02, 5.11)  0.02
H (-1.40, -1.69, 3.94)  0.06
H (2.00, 1.10, 3.49)  0.01
H (0.42, 1.90, 3.57)  0.05
H (1.21, 1.72, 2.05)  0.04
H (1.21, -2.49, 3.46)  0.05
H (2.28, -1.23, 3.98)  0.07
H (3.61, -2.52, 2.47)  0.06
H (3.12, -1.07, 1.53)  0.09
H (4.15, -2.44, -0.68)  0.02
H (2.71, -1.45, -0.92)  0.00
H (2.91, -3.03, -1.67)  0.03
H (4.01, -4.91, 1.04)  0.02
H (2.47, -5.50, 0.44)  0.01
H (2.64, -4.98, 2.20)  0.03

Summary:
E_tot in a.u.: -1807.70747
Charge: -1
HOMO-LUMO gap in eV: 4.338

Density functional theory data (ωB97M-V/def2-TZVPD) for a molecular structure, C18H28N2O2 in a non-equilibrium geometry.

Each line ends with the Löwdin charge.
Geometry (Å):
C (1.75, 3.13, 2.66)  -0.08
C (1.65, 1.72, 2.35)  -0.28
H (1.44, 1.11, 3.20)  0.12
H (2.70, 1.45, 1.88)  0.18
C (0.69, 1.54, 1.32)  -0.12
C (-0.60, 1.27, 2.08)  -0.20
O (-0.61, 1.42, 3.36)  0.02
N (-1.79, 1.08, 1.15)  -0.06
C (-1.76, 0.71, -0.26)  -0.04
H (-2.67, 1.17, -0.58)  0.11
C (-1.83, -1.01, -0.51)  -0.03
H (-1.18, -1.31, 0.25)  0.07
H (-1.29, -0.88, -1.27)  0.02
C (-3.26, -1.54, -0.42)  -0.12
N (-4.18, -0.88, 0.51)  -0.30
C (-5.16, -0.26, 0.14)  -0.30
H (-4.91, 0.84, -0.26)  0.10
H (-5.87, 0.02, 0.95)  0.10
H (-5.95, -0.79, -0.74)  0.16
C (-3.61, -0.66, 1.89)  -0.01
C (-3.04, 0.95, 1.83)  -0.11
H (-2.81, 0.98, 2.94)  0.13
H (-3.79, 1.47, 1.42)  0.06
H (-2.80, -1.42, 2.22)  0.15
H (-4.58, -0.53, 2.31)  0.08
H (-3.20, -2.54, -0.26)  0.09
H (-3.59, -1.16, -1.27)  0.07
H (-1.00, 1.01, -0.74)  0.04
O (1.00, -0.04, 0.80)  0.02
C (1.79, -0.14, -0.20)  -0.40
C (2.46, 0.86, -0.97)  -0.01
C (3.40, 0.70, -2.00)  0.03
C (3.49, -0.73, -2.40)  -0.38
C (2.85, -1.62, -1.75)  -0.34
C (1.99, -1.39, -0.74)  0.01
H (1.24, -2.36, -0.38)  0.19
C (2.85, -3.01, -2.40)  -0.07
H (2.31, -4.00, -1.57)  0.17
H (3.94, -3.53, -2.21)  0.10
H (2.72, -3.37, -3.42)  0.05
C (4.47, -1.04, -3.34)  -0.13
H (5.39, -1.94, -3.16)  0.16
H (4.06, -1.42, -4.37)  0.10
H (5.08, -0.01, -3.77)  0.13
H (4.02, 1.39, -2.49)  0.08
H (2.35, 1.99, -0.43)  0.16
H (0.58, 2.12, 0.64)  0.04
H (0.78, 3.55, 3.22)  0.14
H (2.50, 3.44, 3.16)  -0.01
H (2.01, 3.67, 1.61)  0.14

Summary:
ΔE to the lowest compared entry with this formula, charge and spin in kcal per mole: 395.4
E_tot in a.u.: -962.13468
HOMO-LUMO gap in eV: 8.085

Density functional theory data (ωB97M-V/def2-TZVPD) for a single C18H28N2O3S molecule in a non-equilibrium geometry.

Each line ends with the Löwdin charge.
Geometry (Å):
C (-4.95, -1.61, 0.67)  -0.10
C (-4.81, -0.18, 1.17)  -0.28
C (-4.12, 0.71, 0.15)  -0.22
S (-2.36, 0.23, -0.01)  0.66
O (-2.25, -0.86, -0.94)  -0.30
O (-1.83, 0.05, 1.31)  -0.29
N (-1.75, 1.62, -0.73)  -0.24
C (-0.94, 1.44, -1.92)  -0.18
C (0.50, 1.08, -1.58)  -0.11
C (1.10, 2.15, -0.64)  -0.21
C (2.57, 1.78, -0.43)  -0.46
O (3.34, 1.75, -1.37)  0.06
N (2.96, 1.54, 0.84)  0.08
C (4.24, 0.92, 1.13)  -0.16
C (4.03, -0.49, 1.71)  -0.13
C (3.04, -1.25, 0.88)  -0.25
C (1.72, -1.37, 1.30)  -0.04
C (0.77, -1.99, 0.50)  -0.05
C (1.12, -2.49, -0.75)  -0.29
C (0.08, -3.14, -1.61)  -0.04
C (2.44, -2.38, -1.16)  -0.04
C (3.39, -1.76, -0.36)  -0.03
C (0.23, 2.26, 0.61)  -0.14
C (-1.21, 2.59, 0.20)  -0.19
H (-5.39, -2.24, 1.44)  0.07
H (-3.97, -2.00, 0.40)  0.06
H (-5.59, -1.64, -0.21)  0.08
H (-5.79, 0.24, 1.40)  0.11
H (-4.21, -0.17, 2.08)  0.10
H (-4.11, 1.75, 0.44)  0.10
H (-4.54, 0.60, -0.85)  0.11
H (-0.99, 2.36, -2.50)  0.13
H (-1.41, 0.63, -2.49)  0.11
H (1.10, 1.02, -2.48)  0.13
H (0.52, 0.11, -1.08)  0.11
H (1.09, 3.11, -1.17)  0.16
H (2.27, 1.49, 1.57)  0.12
H (4.80, 1.54, 1.82)  0.12
H (4.77, 0.87, 0.18)  0.12
H (3.67, -0.40, 2.74)  0.11
H (5.00, -1.00, 1.73)  0.12
H (1.42, -0.98, 2.26)  0.11
H (-0.25, -2.05, 0.83)  0.10
H (-0.15, -4.13, -1.24)  0.09
H (0.43, -3.23, -2.64)  0.08
H (-0.83, -2.55, -1.59)  0.05
H (2.74, -2.76, -2.12)  0.11
H (4.41, -1.67, -0.70)  0.12
H (0.20, 1.30, 1.13)  0.10
H (0.60, 3.04, 1.28)  0.13
H (-1.25, 3.57, -0.28)  0.13
H (-1.85, 2.59, 1.08)  0.12

Summary:
ΔE to the lowest compared entry with this formula, charge and spin in kcal per mole: 3.7
E_tot in a.u.: -1436.14325
HOMO-LUMO gap in eV: 9.116

Density functional theory data (ωB97M-V/def2-TZVPD) for a molecular structure, C18H28N2O6Yb.

Each line ends with the Löwdin charge.
Geometry (Å):
Yb (-0.07, -0.55, -0.20)  1.89
C (1.28, -0.18, 2.65)  -0.10
C (0.78, -1.63, 2.75)  -0.10
O (-0.23, -1.84, 1.74)  -0.27
C (-1.56, -2.07, 2.25)  -0.11
C (-2.47, -2.24, 1.03)  -0.11
O (-2.31, -1.16, 0.09)  -0.26
C (-3.23, -0.05, 0.24)  -0.10
C (-2.65, 1.03, 1.17)  -0.10
O (-1.24, 1.21, 0.89)  -0.26
C (-0.90, 2.48, 0.29)  -0.11
C (-1.05, 2.40, -1.23)  -0.10
O (-0.28, 1.26, -1.69)  -0.26
C (0.84, 1.60, -2.53)  -0.11
C (1.73, 0.36, -2.64)  -0.11
O (1.94, -0.22, -1.35)  -0.27
C (3.02, 0.38, -0.59)  -0.10
C (2.89, -0.13, 0.84)  -0.11
O (1.54, 0.16, 1.27)  -0.27
H (2.17, -0.04, 3.27)  0.16
H (0.51, 0.52, 2.98)  0.15
H (0.39, -1.82, 3.75)  0.16
H (1.60, -2.34, 2.56)  0.14
H (-1.87, -1.22, 2.87)  0.14
H (-1.59, -2.98, 2.86)  0.16
H (-3.50, -2.34, 1.36)  0.16
H (-2.18, -3.15, 0.48)  0.15
H (-4.19, -0.40, 0.62)  0.16
H (-3.38, 0.34, -0.77)  0.14
H (-2.74, 0.74, 2.22)  0.14
H (-3.20, 1.96, 1.03)  0.15
H (0.15, 2.66, 0.57)  0.15
H (-1.51, 3.29, 0.71)  0.16
H (-0.69, 3.32, -1.70)  0.16
H (-2.09, 2.24, -1.51)  0.14
H (1.39, 2.45, -2.10)  0.15
H (0.49, 1.89, -3.53)  0.16
H (2.68, 0.61, -3.14)  0.16
H (1.23, -0.42, -3.23)  0.13
H (2.94, 1.47, -0.61)  0.15
H (3.99, 0.08, -1.01)  0.16
H (3.61, 0.38, 1.49)  0.16
H (3.08, -1.21, 0.87)  0.14
N (0.84, -7.18, -3.93)  0.26
C (0.66, -6.17, -3.43)  -0.13
C (0.45, -4.92, -2.77)  -0.16
C (1.08, -4.65, -1.55)  0.05
C (0.85, -3.44, -0.94)  -0.10
N (0.06, -2.47, -1.46)  -0.09
C (-0.53, -2.75, -2.64)  -0.09
C (-0.37, -3.94, -3.32)  0.05
H (1.73, -5.38, -1.09)  0.15
H (1.32, -3.22, 0.02)  0.11
H (-1.16, -1.97, -3.06)  0.13
H (-0.87, -4.11, -4.26)  0.15

Summary:
Multiplicity: 2
ΔE to the lowest compared entry with this formula, charge and spin in kcal per mole: 0.0
E_tot in a.u.: -2421.42218
Charge: +3
HOMO-LUMO gap (alpha / beta) in eV: 9.581 / 8.549

Density functional theory data (ωB97M-V/def2-TZVPD) for a gas-phase ion, C18H28N3O3S (charge +1) in a non-equilibrium geometry.

Each line ends with the Löwdin charge.
Geometry (Å):
C (-4.09, -3.92, 1.03)  -0.07
C (-5.21, -3.03, 0.51)  -0.25
O (-4.76, -1.80, -0.03)  -0.19
C (-4.05, -1.89, -1.25)  -0.22
C (-4.07, -0.52, -1.95)  -0.13
C (-4.02, 0.63, -0.93)  -0.15
N (-3.05, 0.38, 0.11)  0.05
C (-2.00, 1.11, 0.43)  -0.74
S (-1.07, 0.72, 1.77)  0.78
N (-1.71, 2.21, -0.39)  -0.15
C (-0.90, 1.94, -1.55)  -0.11
C (0.58, 1.67, -1.15)  -0.08
N (0.86, 2.28, 0.16)  -0.17
C (2.31, 2.28, 0.48)  -0.08
C (2.88, 0.89, 0.45)  -0.24
C (2.55, -0.02, 1.44)  -0.05
C (3.06, -1.31, 1.45)  0.04
C (3.91, -1.66, 0.43)  -0.20
C (4.25, -0.75, -0.58)  -0.19
C (3.74, 0.53, -0.59)  0.05
O (5.10, -1.34, -1.46)  0.05
C (5.32, -2.65, -0.96)  -0.13
O (4.54, -2.84, 0.20)  0.06
C (0.24, 3.61, 0.24)  -0.09
C (-1.28, 3.43, 0.28)  -0.14
H (-3.46, -4.27, 0.23)  0.07
H (-3.49, -3.38, 1.76)  0.08
H (-4.53, -4.79, 1.53)  0.08
H (-5.80, -3.57, -0.25)  0.12
H (-5.88, -2.74, 1.32)  0.12
H (-3.01, -2.20, -1.06)  0.12
H (-4.51, -2.64, -1.90)  0.13
H (-3.22, -0.47, -2.64)  0.11
H (-4.98, -0.41, -2.52)  0.12
H (-3.79, 1.57, -1.43)  0.12
H (-5.00, 0.70, -0.45)  0.13
H (-3.28, -0.42, 0.68)  0.13
H (-1.30, 1.07, -2.08)  0.13
H (-0.97, 2.80, -2.21)  0.14
H (1.25, 2.09, -1.90)  0.14
H (0.77, 0.60, -1.07)  0.14
H (0.32, 1.66, 0.91)  0.00
H (2.42, 2.70, 1.49)  0.14
H (2.83, 2.93, -0.23)  0.14
H (1.89, 0.28, 2.25)  0.10
H (2.80, -2.01, 2.23)  0.13
H (4.02, 1.22, -1.37)  0.13
H (5.03, -3.39, -1.73)  0.15
H (6.39, -2.78, -0.72)  0.15
H (0.56, 4.20, -0.63)  0.14
H (0.59, 4.12, 1.14)  0.14
H (-1.64, 3.40, 1.31)  0.12
H (-1.77, 4.27, -0.22)  0.13

Summary:
ΔE to the lowest compared entry with this formula, charge and spin in kcal per mole: 9.8
E_tot in a.u.: -1490.62188
Charge: +1
HOMO-LUMO gap in eV: 8.583